Entry 1:
C20H23CoIPTe as an isolated structure in a non-equilibrium geometry. Source: OMol25; level of theory: wB97M-V/def2-TZVPD.

Summary:
total charge: +1
largest force on an atom: 1.3 eV/A
spin multiplicity: 2
HOMO (spin up / spin down): -10.765 / -10.764 eV
frontier orbital gap (spin up / spin down): 6.56 / 7.76 eV
⟨S²⟩: 0.83
energy relative to the best compared isomer or geometry (same formula, charge and spin): 0.000 eV

```
47
Properties=species:S:1:pos:R:3:forces:R:3:mulliken_spin:R:1
Co -0.24769 -0.01821 -0.32257 1.22 0.08 -0.48 1.269
I 2.18478 0.52861 -1.70404 -0.77 -0.11 0.50 -0.040
C 2.17306 2.38863 -0.74884 0.09 0.01 -0.08 0.001
C 3.29892 3.14900 -0.80015 0.08 0.02 -0.03 0.002
C 3.25544 4.46003 -0.28085 0.05 0.02 -0.01 -0.001
C 2.08295 4.95434 0.20391 -0.10 -0.02 0.00 0.001
C 0.91145 4.15615 0.25656 0.04 -0.05 -0.02 -0.003
C -0.30463 4.69174 0.73814 0.03 0.11 0.03 0.007
C -1.41328 3.90951 0.81135 -0.06 -0.15 0.02 -0.010
C -1.33891 2.54502 0.44462 0.32 0.38 0.10 -0.027
C -0.19188 1.95071 -0.03986 -1.10 -0.32 0.11 -0.092
C 0.94815 2.80286 -0.18176 0.02 -0.05 0.00 -0.011
H 4.21020 2.76813 -1.24115 0.00 0.03 -0.01 0.001
H 4.14867 5.06942 -0.29805 -0.01 -0.01 -0.02 0.000
H 2.02082 5.97499 0.56060 0.03 -0.01 0.02 0.000
H -0.33598 5.73181 1.03999 0.02 -0.02 0.01 0.001
H -2.35019 4.31709 1.17039 0.01 0.00 0.00 0.000
H -2.24240 1.97480 0.57090 -0.02 0.03 -0.01 -0.008
C -4.09288 0.66123 -0.20989 -0.02 -0.03 -0.04 0.001
Te -2.70087 -0.62835 0.77083 0.47 0.28 -0.19 -0.051
C -3.54283 -2.36517 -0.13137 0.09 0.03 -0.08 0.000
H -4.99343 0.07603 -0.37885 0.01 0.00 0.02 -0.001
H -3.68653 1.01541 -1.15159 0.01 0.00 0.01 -0.001
H -4.31891 1.49550 0.44655 -0.02 -0.01 -0.01 0.000
H -4.61742 -2.29675 0.01753 0.01 0.03 0.00 -0.002
H -3.16843 -3.24852 0.37439 -0.03 0.02 0.02 0.000
H -3.30854 -2.39791 -1.19169 -0.02 -0.03 0.00 -0.001
C -0.41401 -3.59959 0.23838 0.05 0.02 -0.03 0.003
P 0.57342 -2.22325 -0.44914 -0.41 -0.42 0.15 -0.041
C 1.02444 -2.93150 -2.06806 -0.02 0.13 0.07 -0.005
C 2.06327 -2.31924 0.57734 0.01 0.13 0.03 -0.004
C 2.07892 -1.55992 1.74758 0.01 -0.02 -0.07 0.002
C 3.14913 -1.64070 2.62437 -0.02 0.01 -0.01 0.001
C 4.22001 -2.47284 2.32693 -0.01 0.00 0.00 0.000
C 4.22146 -3.21336 1.15317 -0.01 0.01 -0.01 0.000
C 3.14602 -3.14073 0.27814 0.03 0.01 0.03 0.000
H 0.20126 -4.49819 0.28986 -0.01 0.00 0.02 0.000
H -1.27556 -3.79549 -0.39725 0.03 -0.02 -0.01 0.001
H -0.75164 -3.34970 1.24501 -0.01 -0.02 0.00 0.000
H 1.31265 -3.97504 -1.94641 0.03 0.00 -0.05 0.000
H 1.84371 -2.38226 -2.52948 0.01 -0.02 -0.03 0.000
H 0.15766 -2.88279 -2.72698 0.01 0.00 -0.01 0.000
H 1.24933 -0.89374 1.96952 -0.01 0.00 0.06 0.010
H 3.14977 -1.05365 3.53309 0.00 0.00 -0.01 0.000
H 5.05635 -2.54119 3.01004 0.00 0.01 -0.02 0.000
H 5.06288 -3.85119 0.91662 -0.01 0.00 0.00 0.000
H 3.16860 -3.72233 -0.63490 -0.02 -0.01 0.02 0.000
```
Positions in Å, forces in eV/Å.


Entry 2:
An isolated molecule of C20H23F3N4O3S in a non-equilibrium geometry. Source: OMol25; level of theory: wB97M-V/def2-TZVPD.

Summary:
structure (SMILES): CC(C)(C)NC(=O)CN(C(=O)CCC(=O)Nc1nccs1)c1cccc(C(F)(F)F)c1
largest force on an atom: 1.1 eV/A
spin multiplicity: 1
HOMO: -8.866 eV
frontier orbital gap: 9.43 eV
energy relative to the best compared isomer or geometry (same formula, charge and spin): 0.008 eV

```
54
Properties=species:S:1:pos:R:3:forces:R:3:mulliken_charge:R:1
C 5.50276 3.19496 1.55503 -0.08 -0.10 -0.23 -1.789
H 6.54783 3.11331 1.84101 0.10 -0.02 0.02 0.440
H 5.23837 4.24892 1.50997 -0.02 0.14 0.02 0.413
H 4.89568 2.71625 2.32050 -0.06 -0.05 0.13 0.413
C 5.27481 2.52979 0.19922 0.28 -0.11 -0.14 1.488
N 3.84998 2.67014 -0.10685 0.24 0.27 0.47 -0.030
C 3.24667 2.21499 -1.20909 -0.74 0.28 0.07 0.753
O 3.79553 1.68906 -2.16014 0.27 -0.21 -0.36 -0.680
C 1.71662 2.40399 -1.17767 0.21 0.24 0.04 -1.524
N 1.06797 1.28705 -0.49597 0.16 0.34 -0.14 0.480
C 1.10417 1.27667 0.86499 -0.03 -0.42 0.03 0.511
O 1.59854 2.20617 1.47911 -0.02 0.24 0.32 -0.765
C 0.61258 0.04282 1.59580 -0.12 0.09 0.12 -0.482
H 1.48760 -0.37374 2.10209 -0.01 0.02 -0.09 0.432
C -0.40808 0.42763 2.67697 0.20 0.15 0.05 -0.963
C -1.70903 0.88694 2.07159 0.20 -0.12 0.31 0.180
O -1.96583 2.03644 1.80255 0.05 0.24 -0.10 -0.626
N -2.66782 -0.07866 1.82679 -0.65 0.42 -0.20 0.090
C -2.59722 -1.44040 1.92065 -0.68 -0.90 0.03 0.170
N -1.52570 -2.14949 2.00342 0.44 0.75 -0.10 -0.187
C -1.80755 -3.47397 2.06567 -0.59 -0.55 0.05 -0.886
C -3.12213 -3.79742 2.02640 0.06 0.08 -0.01 -0.076
S -4.08995 -2.37657 1.91220 0.70 0.19 0.10 -0.119
H -3.57810 -4.76507 2.04758 -0.06 -0.25 -0.02 0.472
H -0.99058 -4.16813 2.13229 0.07 -0.22 0.01 0.410
H -3.55407 0.29318 1.50111 0.26 0.08 0.02 0.277
H -0.00105 1.26366 3.24932 -0.13 -0.05 -0.04 0.551
H -0.58084 -0.42927 3.32534 0.06 0.08 -0.01 0.494
H 0.20636 -0.72030 0.93766 0.13 0.02 0.13 0.510
C 0.51161 0.28455 -1.31374 -0.35 -0.57 -0.33 -0.589
C -0.82164 -0.08425 -1.15938 0.10 -0.03 -0.22 0.077
C -1.35317 -1.07224 -1.97187 -0.03 0.00 -0.01 0.037
C -0.58306 -1.68276 -2.95428 -0.07 0.11 0.11 -0.907
C 0.72775 -1.27647 -3.13076 -0.15 -0.07 -0.01 -0.883
C 1.27793 -0.30030 -2.31908 -0.04 0.07 0.17 -0.514
H 2.29914 0.01842 -2.46641 0.10 0.05 0.02 0.498
H 1.32873 -1.72831 -3.90400 0.08 -0.04 -0.08 0.426
H -1.01553 -2.45004 -3.57726 -0.03 -0.07 -0.08 0.472
C -2.77387 -1.51949 -1.79063 -0.24 -0.30 0.11 0.901
F -3.43398 -1.64049 -2.95164 0.09 0.05 -0.24 -0.283
F -3.50126 -0.69187 -1.02320 0.05 0.33 0.09 -0.296
F -2.84602 -2.72970 -1.19625 0.18 -0.10 0.01 -0.228
H -1.43620 0.41756 -0.43001 -0.07 0.05 0.04 0.964
H 1.34345 2.44927 -2.20105 0.10 -0.01 0.13 0.490
H 1.45898 3.32261 -0.64486 -0.01 -0.08 -0.10 0.479
H 3.24804 2.93856 0.66418 -0.08 -0.07 -0.20 0.378
C 6.09544 3.23092 -0.88481 -0.10 -0.12 0.08 -1.699
H 5.89766 2.77514 -1.85042 0.04 0.00 -0.07 0.381
H 7.15580 3.14554 -0.66425 0.16 0.01 0.05 0.449
H 5.83020 4.28439 -0.93534 -0.01 0.13 0.01 0.381
C 5.63835 1.04338 0.26605 -0.07 0.17 -0.06 -1.666
H 5.45093 0.57567 -0.69654 0.01 -0.07 -0.06 0.403
H 6.68894 0.92345 0.51521 0.15 -0.03 0.05 0.449
H 5.03834 0.54268 1.02345 -0.04 -0.06 0.11 0.322
```
Positions in Å, forces in eV/Å.


Entry 3:
An isolated molecule of C20H23N3OS in a non-equilibrium geometry. Source: OMol25; level of theory: wB97M-V/def2-TZVPD.

Summary:
structure (SMILES): Cc1cc(C)c(C#N)c(S[C@@H](C(=O)NC(C)(C)C)c2ccccc2)n1
largest force on an atom: 1.3 eV/A
spin multiplicity: 1
HOMO: -8.737 eV
frontier orbital gap: 8.95 eV
energy relative to the best compared isomer or geometry (same formula, charge and spin): 0.000 eV

```
48
Properties=species:S:1:pos:R:3:forces:R:3:mulliken_charge:R:1
C 2.64520 1.73283 -3.27890 0.04 0.02 -0.02 -1.537
C 2.71898 1.19801 -1.88589 0.21 0.22 0.17 0.407
N 2.08718 0.05718 -1.64902 -0.21 -0.15 -0.37 -0.508
C 2.12823 -0.46664 -0.44308 0.05 -0.27 0.44 0.751
C 2.84482 0.10523 0.61468 0.03 0.58 -1.14 0.985
C 3.47642 1.34037 0.39188 -0.10 -0.18 -0.05 1.164
C 3.39913 1.88078 -0.88007 -0.12 -0.19 0.05 -0.801
H 3.86974 2.82771 -1.09722 0.07 0.10 0.00 0.420
C 4.19296 2.02508 1.50696 0.03 0.07 0.02 -1.803
H 4.89961 1.34673 1.98375 0.04 0.01 0.04 0.387
H 4.72338 2.90334 1.14773 0.03 0.03 0.02 0.393
H 3.47336 2.33257 2.26608 0.00 0.02 0.07 0.342
C 2.97251 -0.53424 1.86315 0.06 -0.32 0.45 -0.289
N 3.11255 -1.06705 2.86969 0.03 -0.08 0.31 -0.597
S 1.20342 -1.97409 -0.25270 0.00 -0.17 0.31 -0.371
C 0.09162 -1.44614 1.12379 0.50 0.28 -0.17 0.068
C -1.05269 -2.39023 1.33117 -0.02 -0.29 -0.02 0.002
C -1.54014 -3.21543 0.32529 0.11 -0.05 0.09 -0.092
C -2.63999 -4.02430 0.55497 -0.11 -0.05 -0.04 -0.983
C -3.26864 -4.01234 1.78733 -0.06 -0.06 -0.03 -0.415
C -2.78702 -3.19306 2.79526 -0.03 0.03 0.06 -0.641
C -1.68596 -2.38846 2.57040 0.05 0.00 -0.06 -0.468
H -1.30973 -1.75041 3.35656 0.05 0.07 0.09 0.451
H -3.26853 -3.18350 3.76173 -0.04 0.00 0.08 0.404
H -4.12653 -4.64343 1.96498 -0.07 -0.05 0.01 0.393
H -3.00355 -4.66685 -0.23329 -0.03 -0.06 -0.06 0.407
H -1.04057 -3.24883 -0.63252 0.00 -0.01 -0.11 0.397
H 0.69175 -1.37434 2.03321 -0.24 0.08 -0.10 0.743
C -0.40215 -0.03779 0.75535 -0.03 -0.56 0.16 -0.275
O 0.00539 0.94455 1.34200 0.08 0.39 0.24 -0.666
N -1.27170 -0.03941 -0.26211 -0.36 -0.01 -0.33 0.325
H -1.49531 -0.93058 -0.67923 0.05 0.07 0.08 0.356
C -1.88834 1.14210 -0.86409 0.00 0.31 0.00 1.534
C -2.70542 1.87789 0.20007 0.13 -0.07 -0.09 -1.791
H -3.17536 2.75824 -0.22952 -0.08 0.12 -0.07 0.450
H -3.47810 1.22512 0.60081 -0.10 -0.06 0.02 0.397
H -2.05480 2.18697 1.01313 0.01 0.06 0.07 0.381
C -2.79559 0.64650 -1.98828 0.16 0.05 0.21 -1.939
H -2.21479 0.11577 -2.73991 0.06 -0.07 -0.12 0.435
H -3.28897 1.48790 -2.46690 -0.04 0.08 -0.04 0.429
H -3.55952 -0.02179 -1.59550 -0.11 -0.08 0.03 0.453
C -0.79328 2.05144 -1.42661 -0.10 -0.08 0.08 -1.578
H -0.19257 1.50578 -2.15058 0.04 -0.05 -0.11 0.269
H -1.23531 2.91845 -1.90988 -0.08 0.13 -0.08 0.510
H -0.14632 2.38838 -0.62099 0.08 0.06 0.04 0.357
H 2.11384 2.68348 -3.28738 -0.03 0.08 -0.06 0.317
H 3.64645 1.90243 -3.67061 0.05 0.06 -0.08 0.490
H 2.12434 1.02408 -3.91570 -0.02 0.00 -0.03 0.335
```
Positions in Å, forces in eV/Å.


Entry 4:
An isolated molecule of C20H23NO4. Source: OMol25; level of theory: wB97M-V/def2-TZVPD.

Summary:
structure (SMILES): COc1ccccc1C(=O)OCC(=O)N[C@@H](C)CCc1ccccc1
largest force on an atom: 0.8 eV/A
spin multiplicity: 1
HOMO: -8.836 eV
frontier orbital gap: 9.36 eV
energy relative to the best compared isomer or geometry (same formula, charge and spin): 1.035 eV

```
48
Properties=species:S:1:pos:R:3:forces:R:3:mulliken_charge:R:1
C 3.92996 0.00968 -2.65843 0.13 0.14 -0.20 -0.983
H 3.57268 -0.13158 -3.68368 0.03 -0.01 0.05 0.373
O 3.22960 -0.80554 -1.74882 -0.07 -0.22 0.03 -0.277
C 3.29232 -2.14795 -1.87744 -0.09 -0.23 0.08 0.598
C 3.99588 -2.81109 -2.88076 0.08 0.31 -0.04 -0.567
C 3.96601 -4.19152 -2.96897 -0.09 -0.05 0.09 -0.649
C 3.22167 -4.94395 -2.07636 0.05 -0.09 -0.06 -0.693
C 2.51536 -4.30051 -1.07931 0.00 0.23 0.03 -0.438
C 2.55712 -2.91625 -0.95486 0.15 0.11 -0.20 0.298
C 1.78617 -2.29996 0.14712 -0.28 -0.19 0.13 0.791
O 0.75142 -2.76634 0.57965 0.15 -0.02 0.01 -0.702
O 2.35962 -1.20338 0.63379 0.22 -0.02 -0.06 -0.284
C 1.71937 -0.52438 1.70814 -0.27 0.21 0.42 -0.867
H 2.50521 0.02990 2.22281 -0.18 -0.05 -0.12 0.318
H 1.25134 -1.25164 2.38218 0.11 0.12 -0.07 0.351
C 0.65938 0.46863 1.19545 0.40 -0.63 0.20 0.781
O 0.78923 1.66737 1.32508 0.15 0.48 0.08 -0.668
N -0.39011 -0.13546 0.62362 -0.41 -0.22 -0.17 0.114
H -0.41078 -1.14806 0.58483 0.17 0.09 0.10 0.397
C -1.47494 0.56226 -0.03861 -0.21 0.08 -0.23 0.237
C -1.47621 0.19466 -1.52143 0.05 0.19 0.23 -1.726
H -1.67002 -0.86927 -1.64668 -0.03 -0.13 -0.05 0.330
H -2.24384 0.75467 -2.04826 -0.11 0.02 -0.10 0.441
H -0.51041 0.42582 -1.96492 0.08 0.00 -0.07 0.386
C -2.80326 0.19693 0.62932 0.25 0.16 0.17 -1.007
H -2.89187 -0.89217 0.65510 -0.04 -0.07 -0.08 0.418
H -3.62381 0.58962 0.02663 -0.06 -0.05 -0.04 0.470
C -2.91094 0.75485 2.05527 -0.11 -0.04 -0.22 -1.092
C -3.14850 2.23940 2.04491 0.02 -0.06 0.13 0.564
C -2.09642 3.13795 2.16803 -0.01 0.00 0.05 -0.158
C -2.33062 4.50188 2.12717 0.02 0.10 -0.01 -0.755
C -3.61733 4.98509 1.96530 0.00 0.12 -0.01 -0.386
C -4.67200 4.09651 1.84141 -0.11 0.04 -0.03 -0.579
C -4.43677 2.73425 1.87977 0.00 0.00 -0.01 -0.384
H -5.26401 2.04382 1.78566 -0.09 -0.08 0.00 0.389
H -5.67997 4.46598 1.71688 -0.07 0.03 0.00 0.369
H -3.79943 6.04966 1.93723 -0.01 0.08 0.00 0.376
H -1.50241 5.18861 2.22261 0.07 0.06 0.01 0.405
H -1.08686 2.77347 2.28830 0.10 -0.07 0.00 0.295
H -1.99193 0.52760 2.59846 -0.03 -0.06 0.07 0.382
H -3.74104 0.25945 2.56382 0.07 -0.01 0.07 0.444
H -1.28060 1.63255 0.08000 -0.03 -0.14 -0.02 0.402
H 1.92324 -4.85652 -0.36842 -0.06 -0.04 0.05 0.438
H 3.19333 -6.01898 -2.15813 0.00 -0.10 0.00 0.404
H 4.52612 -4.68015 -3.75241 0.04 -0.03 -0.07 0.389
H 4.57313 -2.25301 -3.60068 0.02 0.08 -0.05 0.420
H 5.00768 -0.17493 -2.61722 -0.04 -0.01 -0.01 0.389
H 3.72821 1.03201 -2.34314 0.04 -0.06 -0.06 0.247
```
Positions in Å, forces in eV/Å.